(1)
Density functional theory data (ωB97M-V/def2-TZVPD) for 2 unconnected molecules or ions with the total composition CH4INS in a non-equilibrium geometry.

For the highest occupied orbital energy (spin up / spin down), the calculation gives -8.33 / -8.33 eV. The electronic energy is -21525.2896 eV. The lowest unoccupied orbital energy (spin up / spin down) is -1.1 / -1.1 eV. The calculation puts the energy above the lowest of the compared OMol25 structures with the same formula, charge and spin at 2.084 eV. Its SMILES is CN=S.I. The calculation puts the frontier orbital gap (spin up / spin down) at 7.26 / 7.26 eV.

Geometry (Å):
C 0.82031 0.53066 0.65255
N 0.39206 0.76382 -0.66848
S 0.02945 2.13668 -1.23830
H 1.87746 0.63085 0.73885
H 0.34567 1.42716 1.38223
H 0.33779 -0.43554 0.95886
I -2.49391 -2.50572 -0.41397
H -1.30884 -2.54790 -1.41174

Forces on atoms 1 to 6 (eV/Å):
-3.4 2.1 2.9
0.3 -0.9 -1.4
-0.2 0.7 0.1
0.9 -0.5 0.0
1.3 -2.2 -1.5
1.1 0.7 0.0


(2)
Density functional theory data (ωB97M-V/def2-TZVPD) for 2 unconnected molecules or ions with the total composition C5H14N2 in a non-equilibrium geometry.

For the highest occupied orbital energy, the calculation gives -9.32 eV. The electronic energy is -8391.2375 eV. The lowest unoccupied orbital energy is 1.0 eV. The calculation puts the energy above the lowest of the compared OMol25 structures with the same formula, charge and spin at 1.381 eV. Its SMILES is CC(C)N.C=NC. The calculation puts the frontier orbital gap at 10.27 eV.

Geometry (Å):
C 1.05869 0.47404 1.46845
C 2.09223 0.12347 0.40155
C 2.01485 -1.33854 -0.01286
N 1.97173 0.94528 -0.80599
H 1.01875 -0.22471 2.30442
H 1.22960 1.47758 1.86864
H 0.06368 0.54239 1.01356
H 3.07858 0.30398 0.83977
H 2.79709 -1.57780 -0.72933
H 2.06052 -2.01676 0.83686
H 1.06105 -1.51269 -0.52528
H 2.04548 1.92490 -0.55141
H 1.03900 0.83107 -1.19363
C -2.58195 1.25488 -0.93667
N -2.68192 0.46621 0.04130
C -2.77402 -0.95850 -0.27894
H -2.23066 2.27032 -0.77786
H -2.85947 0.94640 -1.95269
H -1.89108 -1.43957 0.13395
H -2.84756 -1.14256 -1.35698
H -3.66460 -1.34940 0.21315

Forces on atoms 1 to 6 (eV/Å):
-0.5 0.4 -0.2
0.1 -0.2 0.3
-0.4 0.1 -0.2
0.1 0.2 0.2
0.1 -0.1 0.0
0.2 -0.1 0.1